Formula: C38H73F3N5O9PtS7
Source: OMol25
Level of theory: wB97M-V/def2-TZVPD

LUMO energy (spin up / spin down), eV: -3.4 / -5.8
Total charge: +1
2S+1: 3
HOMO energy (spin up / spin down), eV: -9.0 / -9.0

Last column: Löwdin charge in e.
Cartesian coordinates (Å):
Pt1 -29.749 -8.530 -25.520  1.0784
C1 -27.451 -10.455 -27.402  -0.3713
O1 -28.063 -11.143 -28.436  -0.0618
O2 -28.406 -9.840 -26.603  -0.1692
C2 -26.553 -11.461 -26.662  -0.5596
F1 -27.216 -12.330 -25.903  0.1699
F2 -25.801 -12.115 -27.546  0.1508
F3 -25.717 -10.751 -25.876  0.1269
C3 -28.688 -10.399 -29.484  -0.2113
C4 -28.907 -11.422 -30.596  -0.0367
H1 -27.974 -11.982 -30.662  0.0766
H2 -29.727 -12.103 -30.375  0.0821
H3 -29.107 -10.913 -31.538  0.0559
H4 -28.078 -9.577 -29.879  0.1050
H5 -29.606 -9.904 -29.164  0.0855
H6 -26.805 -9.696 -27.867  0.1441
C5 -27.164 -14.979 -28.250  -0.2651
S1 -27.125 -15.870 -26.688  0.8236
O3 -27.395 -17.317 -26.990  -0.5488
C6 -25.370 -15.660 -26.323  -0.2770
H7 -26.208 -14.996 -28.769  0.0214
H8 -27.639 -14.002 -28.131  0.0362
H9 -27.907 -15.432 -28.913  0.0703
H10 -25.033 -14.623 -26.433  0.0206
H11 -24.677 -16.203 -26.968  0.0653
H12 -25.235 -15.880 -25.264  0.0420
C7 -32.993 -12.007 -31.160  -0.2720
S2 -33.980 -13.040 -30.008  0.8219
O4 -34.849 -12.136 -29.168  -0.5689
C8 -35.060 -13.741 -31.287  -0.2564
H13 -32.605 -12.556 -32.018  0.0535
H14 -32.206 -11.506 -30.603  0.0115
H15 -33.660 -11.280 -31.630  0.0548
H16 -35.848 -13.012 -31.458  0.0592
H17 -35.481 -14.585 -30.737  0.0430
H18 -34.511 -14.117 -32.144  0.0538
C9 -29.369 -9.212 -21.642  -0.2333
S3 -29.502 -10.623 -22.748  0.9555
O5 -29.882 -9.975 -24.051  -0.7297
C10 -27.730 -11.004 -22.936  -0.2059
H19 -28.997 -9.506 -20.662  0.0700
H20 -30.369 -8.805 -21.490  0.0620
H21 -28.767 -8.469 -22.165  0.0579
H22 -27.587 -11.978 -23.396  0.0539
H23 -27.293 -10.929 -21.940  0.0645
H24 -27.222 -10.282 -23.576  0.0414
C11 -31.712 -5.706 -28.589  -0.2062
S4 -30.817 -7.263 -28.780  0.8901
O6 -30.483 -7.650 -27.352  -0.7220
C12 -32.167 -8.408 -29.187  -0.2090
H25 -30.931 -4.949 -28.502  0.0483
H26 -32.293 -5.665 -27.670  0.0719
H27 -32.297 -5.544 -29.492  0.0600
H28 -33.029 -8.435 -28.522  0.0793
H29 -31.769 -9.409 -29.337  0.0357
H30 -32.546 -8.086 -30.163  0.0489
C13 -21.581 -15.644 -25.059  -0.2370
S5 -21.567 -14.302 -26.306  0.8679
O7 -22.303 -14.795 -27.536  -0.5769
C14 -22.647 -13.145 -25.432  -0.2550
H31 -22.608 -15.750 -24.706  0.0358
H32 -20.949 -15.336 -24.226  0.0540
H33 -21.257 -16.604 -25.449  0.0582
H34 -22.041 -12.515 -24.789  0.0566
H35 -23.537 -13.643 -25.047  0.0400
H36 -23.057 -12.521 -26.228  0.0384
C15 -22.550 -7.753 -28.808  -0.2343
S6 -23.558 -8.860 -27.796  0.8560
O8 -22.577 -9.295 -26.720  -0.5672
C16 -24.584 -7.570 -27.007  -0.2459
H37 -22.309 -6.815 -28.310  0.0642
H38 -23.114 -7.447 -29.694  0.0427
H39 -21.679 -8.347 -29.071  0.0596
H40 -23.890 -6.993 -26.387  0.0665
H41 -25.360 -8.039 -26.407  0.0176
H42 -24.985 -6.780 -27.646  0.0484
C17 -26.510 -11.623 -35.738  -0.2659
S7 -27.699 -12.009 -34.424  0.8403
O9 -27.455 -13.430 -34.003  -0.5585
C18 -26.800 -11.040 -33.178  -0.2878
H43 -26.964 -11.823 -36.713  0.0453
H44 -25.575 -12.182 -35.750  0.0658
H45 -26.296 -10.553 -35.771  0.0461
H46 -26.603 -10.031 -33.541  0.0412
H47 -25.897 -11.576 -32.888  0.0588
H48 -27.325 -10.868 -32.235  -0.0020
N1 -23.410 -8.917 -24.004  0.0324
C19 -22.552 -8.993 -22.940  -0.1198
C20 -23.242 -8.632 -21.792  -0.1130
C21 -24.576 -8.497 -22.158  -0.1367
C22 -24.656 -8.654 -23.524  -0.1742
H49 -23.147 -9.113 -24.970  0.0747
H50 -21.483 -9.118 -23.011  0.1092
H51 -22.823 -8.485 -20.811  0.0941
H52 -25.412 -8.277 -21.510  0.0841
H53 -25.494 -8.612 -24.202  0.0777
N2 -31.292 -6.870 -32.667  0.0058
C23 -30.010 -7.331 -32.514  -0.1367
C24 -29.947 -8.565 -33.119  -0.1004
C25 -31.267 -8.928 -33.485  -0.0949
C26 -32.080 -7.876 -33.142  -0.1469
H54 -31.602 -5.936 -32.472  0.1450
H55 -29.270 -6.739 -32.002  0.0857
H56 -29.061 -9.155 -33.293  0.0750
H57 -31.514 -9.828 -34.024  0.0992
H58 -33.113 -7.739 -33.420  0.1126
N3 -23.636 -8.969 -31.941  0.0323
C27 -24.679 -8.120 -32.238  -0.1221
C28 -25.702 -8.436 -31.390  -0.1283
C29 -25.335 -9.579 -30.643  -0.1378
C30 -24.022 -9.828 -30.954  -0.1621
H59 -22.734 -9.002 -32.381  0.1532
H60 -24.610 -7.408 -33.042  0.1123
H61 -26.691 -8.011 -31.329  0.0818
H62 -25.892 -10.162 -29.925  0.0810
H63 -23.397 -10.619 -30.568  0.1239
N4 -27.574 -5.744 -27.260  0.0063
C31 -27.690 -4.389 -27.468  -0.1023
C32 -27.808 -4.225 -28.839  -0.0959
C33 -27.762 -5.506 -29.445  -0.1148
C34 -27.601 -6.411 -28.441  -0.2018
H64 -27.583 -6.222 -26.377  0.1260
H65 -27.611 -3.719 -26.631  0.1102
H66 -28.000 -3.287 -29.334  0.0963
H67 -27.834 -5.711 -30.499  0.0787
H68 -27.578 -7.490 -28.418  0.0967
N5 -23.908 -14.224 -29.968  0.0232
C35 -25.168 -13.744 -30.169  -0.1724
C36 -25.527 -14.041 -31.486  -0.1053
C37 -24.389 -14.580 -32.086  -0.1131
C38 -23.406 -14.752 -31.128  -0.1125
H69 -23.418 -14.227 -29.079  0.0884
H70 -25.717 -13.387 -29.312  0.0610
H71 -26.475 -13.830 -31.950  0.0620
H72 -24.358 -14.928 -33.107  0.0950
H73 -22.475 -15.279 -31.240  0.1064

Formula: C14H19BCl4N2O2
Source: OMol25
Level of theory: wB97M-V/def2-TZVPD

LUMO energy, eV: -2.2
Energy relative to the best compared isomer or geometry (same formula, charge and spin), kcal per mole: 5.2
2S+1: 1
HOMO energy, eV: -8.2

Last column: Löwdin charge in e.
Cartesian coordinates (Å):
Cl1 1.041 1.630 -5.473  0.5338
B1 -0.342 1.894 -4.305  -1.8579
Cl2 -1.479 3.286 -4.824  0.4936
Cl3 -1.365 0.317 -4.080  0.5122
O1 0.271 2.240 -2.984  -0.0435
C1 -0.417 2.464 -1.931  -0.0354
C2 0.205 2.874 -0.707  -0.1645
C3 -0.641 3.125 0.396  0.0008
C4 -0.105 3.524 1.612  -0.0800
C5 1.286 3.676 1.742  -0.6506
Cl4 1.950 4.156 3.244  0.7343
C6 2.136 3.433 0.647  -0.0703
C7 1.609 3.038 -0.575  0.0353
H1 -1.506 2.380 -1.973  0.1405
H2 -1.718 3.008 0.258  0.1304
H3 -0.748 3.721 2.466  0.1123
H4 3.208 3.562 0.774  0.1149
H5 2.254 2.859 -1.435  0.1382
C8 1.102 -2.917 3.280  -0.0519
N1 0.198 -2.225 2.400  -0.1585
C9 -1.085 -1.875 2.991  -0.0521
C10 0.655 -1.905 1.162  -0.4044
C11 -0.351 -1.259 0.187  -0.2740
C12 -1.530 -2.186 -0.198  -0.1180
C13 -1.196 -2.716 -1.608  -0.1410
C14 0.162 -2.074 -1.991  -0.2238
N2 0.374 -1.053 -1.014  -0.0455
O2 1.814 -2.144 0.831  0.0434
H6 2.033 -3.101 2.747  0.0842
H7 1.299 -2.316 4.174  0.0903
H8 0.660 -3.867 3.598  0.0921
H9 -1.696 -1.263 2.319  0.0783
H10 -1.642 -2.790 3.242  0.0949
H11 -0.922 -1.316 3.924  0.0908
H12 -0.676 -0.326 0.673  0.1295
H13 -1.708 -2.996 0.521  0.1086
H14 -2.430 -1.562 -0.237  0.1099
H15 -1.129 -3.808 -1.614  0.1048
H16 -1.956 -2.394 -2.325  0.0945
H17 0.938 -2.869 -1.957  0.1154
H18 0.160 -1.612 -2.984  0.0620
H19 1.284 -0.612 -0.975  0.1263

Formula: C5H7FO2
Source: OMol25
Level of theory: wB97M-V/def2-TZVPD

LUMO energy (spin up / spin down), eV: 0.6 / 0.6
Energy relative to the best compared isomer or geometry (same formula, charge and spin), kcal per mole: 77.4
2S+1: 1
HOMO energy (spin up / spin down), eV: -8.5 / -8.5

Last column: Löwdin charge in e.
Cartesian coordinates (Å):
C1 0.059 -0.303 0.238  -0.0662
C2 -1.209 1.062 -1.185  -0.2264
C3 1.239 -0.108 0.717  -0.3993
C4 -2.425 0.350 -1.508  -0.0619
C5 2.104 -1.023 1.546  -0.0040
O1 1.941 1.082 0.547  -0.0155
O2 -0.709 2.108 -1.375  0.1262
F1 -0.616 -1.496 0.157  -0.0316
H1 -2.958 -0.035 -0.604  0.1010
H2 -3.271 1.012 -1.844  0.1044
H3 -2.298 -0.606 -2.129  0.1282
H4 3.084 -0.631 1.351  0.0818
H5 1.834 -1.172 2.532  0.0577
H6 1.999 -2.028 1.182  0.0759
H7 1.226 1.787 0.375  0.1296

Formula: C7H16O
Source: OMol25
Level of theory: wB97M-V/def2-TZVPD

LUMO energy, eV: 0.8
SMILES: CCC(C)=C(C)C.O
Energy relative to the best compared isomer or geometry (same formula, charge and spin), kcal per mole: 30.1
2S+1: 1
HOMO energy, eV: -8.4

Last column: Löwdin charge in e.
Cartesian coordinates (Å):
C1 -0.160 -2.136 0.016  -0.0816
C2 -0.449 -0.864 -0.895  -0.1990
C3 -0.179 0.474 -0.109  -0.2330
C4 1.391 0.657 0.034  -0.0508
C5 -1.158 1.365 0.252  -0.3121
C6 -0.872 2.763 0.902  -0.0527
C7 -2.601 1.084 0.022  -0.0867
H1 -0.688 -1.966 0.969  0.0731
H2 0.903 -2.333 0.233  0.0485
H3 -0.591 -3.026 -0.472  0.0650
H4 0.276 -0.795 -1.728  0.0962
H5 -1.465 -0.755 -1.322  0.0877
H6 1.679 1.693 0.279  0.0561
H7 1.789 0.407 -0.964  0.0693
H8 1.850 -0.019 0.775  0.0671
H9 -1.387 3.536 0.307  0.0750
H10 0.177 3.072 1.048  0.0620
H11 -1.360 2.697 1.889  0.0746
H12 -2.735 1.629 -0.928  0.0944
H13 -3.276 1.520 0.777  0.0826
H14 -2.882 0.029 -0.135  0.0744
O1 3.779 -2.961 -0.691  -0.0910
H15 3.364 -2.643 0.143  0.0326
H16 4.595 -3.427 -0.400  0.0484

Ordered total energy results: -5648.25013 -2670.61521 -444.91012 -351.50605; unit Ha.